(1)
The ion C5H9N2O3 with charge +1 at a distorted geometry. Source: the OMol25 dataset; level of theory: the ωB97M-V functional and the def2-TZVPD basis.

Computed properties:
LUMO (alpha / beta), hartree: -0.188 / -0.188
Gap between HOMO and LUMO (alpha / beta), Eh: 0.306 / 0.306
Energy above the lowest of the compared OMol25 structures with the same formula, charge and spin, kJ/mol: 65.3
Charge: +1

Last column: Mulliken charge in e.
Cartesian coordinates (Å):
1 O -0.6032 0.7578 2.0344  -0.32
2 O -1.2190 2.0395 -0.3598  -0.41
3 O -3.2395 1.0518 -0.5277  -0.47
4 N -1.3790 -0.2317 -0.3090  -0.09
5 N 0.8433 0.1936 0.3958  0.40
6 C 0.3001 -1.8628 -0.8407  -1.27
7 C 0.6440 0.6145 1.6745  -0.50
8 C -0.0792 -0.5463 -0.2722  0.76
9 C -2.0629 1.0289 -0.3987  0.41
10 C 2.2373 0.1710 -0.0295  -0.99
11 H -2.0193 -0.9884 -0.5482  0.31
12 H 2.2932 0.1169 -1.1154  0.43
13 H -0.1394 -1.9978 -1.8289  0.39
14 H -0.6691 0.9775 2.9784  0.47
15 H 1.3758 -1.9944 -0.9091  0.42
16 H -1.6735 2.8916 -0.4664  0.39
17 H -0.0945 -2.6618 -0.2048  0.37
18 H 2.6992 1.0989 0.3070  0.32
19 H 2.7859 -0.6589 0.4202  0.38

Atomic forces in eV per Å
-0.05 -0.35 -0.68
0.53 0.13 -0.08
-0.19 -0.13 -0.06
0.55 -0.39 -0.11
-1.23 -0.37 -1.02
0.10 -0.23 -0.31
0.10 0.99 1.94
-0.61 0.04 0.09
0.03 0.35 0.42
0.84 -0.07 -0.08
0.17 0.16 -0.07
-0.04 0.05 0.06
0.01 0.04 -0.01
0.33 -0.05 -0.18
-0.07 0.02 0.06
-0.18 -0.23 0.00
-0.02 0.07 0.11
-0.14 -0.09 -0.05
-0.12 0.06 -0.04

(2)
A cluster of 2 separate species, C5H9N2P in total at a distorted geometry. Source: the OMol25 dataset; level of theory: the ωB97M-V functional and the def2-TZVPD basis.

Computed properties:
LUMO, hartree: 0.023
Gap between HOMO and LUMO, Eh: 0.322
Energy above the lowest of the compared OMol25 structures with the same formula, charge and spin, kJ/mol: 239.4
Charge: 0

Last column: Mulliken charge in e.
Cartesian coordinates (Å):
1 P -1.0204 -1.6999 0.2476  -0.05
2 N 1.9027 -1.4905 0.8130  -0.44
3 N -1.4613 -0.1143 0.9018  -0.35
4 C -0.3838 -1.2096 -1.2529  -0.09
5 C -0.4704 0.1308 -1.8082  -0.96
6 C 2.4083 0.9238 1.1778  -1.15
7 C 2.1092 -0.3693 0.9356  0.58
8 C -2.6597 0.1364 1.1004  -0.26
9 H 0.0715 -2.0111 -1.7877  0.36
10 H -1.1484 0.0417 -2.8450  0.23
11 H 0.4464 0.5345 -2.2153  0.29
12 H 3.2888 1.0593 0.5794  0.32
13 H 2.7710 1.1577 2.1046  0.38
14 H -1.0075 0.7746 -1.1588  0.32
15 H -3.6482 -0.5005 0.8821  0.19
16 H 1.7374 1.5821 0.7709  0.33
17 H -2.9357 1.0544 1.5546  0.28

Atomic forces in eV per Å
0.52 1.00 -1.44
0.33 -0.16 -0.11
0.86 -1.31 -0.47
-1.14 -1.10 2.44
-1.73 -0.44 -3.91
2.38 2.06 -1.60
-1.27 -4.56 0.31
-3.14 -0.99 -0.07
0.29 -0.40 -0.57
1.46 0.30 2.49
0.44 0.22 0.29
0.81 0.49 -0.62
0.19 0.45 2.75
-0.12 0.89 0.39
2.25 0.66 0.14
-1.98 1.74 -0.50
-0.16 1.14 0.47

(3)
The ion C5H9N2S with charge +1 at a distorted geometry. Source: the OMol25 dataset; level of theory: the ωB97M-V functional and the def2-TZVPD basis.

Computed properties:
LUMO (alpha / beta), hartree: -0.193 / -0.193
Gap between HOMO and LUMO (alpha / beta), Eh: 0.281 / 0.281
Energy above the lowest of the compared OMol25 structures with the same formula, charge and spin, kJ/mol: 614.3
Charge: +1

Last column: Mulliken charge in e.
Cartesian coordinates (Å):
1 S -0.5577 -0.4305 -0.0765  0.74
2 N 1.1710 1.6790 0.4432  -0.04
3 N 1.1352 0.8869 -1.6883  -0.25
4 C 0.0189 -1.9761 0.5156  -1.04
5 C -2.1779 -0.3855 0.3434  -0.94
6 C 0.1612 0.7396 0.9511  -0.54
7 C 1.7768 1.5402 -0.7419  -0.13
8 C 0.3442 -0.0651 -1.6109  -0.29
9 H -0.2891 -0.2068 -2.5081  0.36
10 H 2.5449 2.1958 -0.9930  0.44
11 H 1.0654 -2.0271 0.1572  0.37
12 H -2.6401 -1.3449 0.4622  0.29
13 H -0.6614 1.0579 1.6148  0.48
14 H -2.5609 0.5331 0.0157  0.39
15 H -0.6885 -2.6924 0.3182  0.45
16 H 1.4323 2.4060 1.1374  0.32
17 H -0.0741 -1.9102 1.6600  0.38

Atomic forces in eV per Å
-1.46 -0.37 2.24
-1.80 -2.25 1.62
2.72 0.68 -0.57
1.66 1.74 2.38
2.71 -0.71 -0.74
1.63 2.52 -1.57
-2.12 0.65 1.54
-2.87 -0.65 -1.21
0.25 -0.53 0.47
1.35 0.85 -0.25
-0.73 -0.71 0.32
-0.52 -0.04 -0.20
0.98 0.37 0.08
-1.24 0.88 -0.25
-1.17 -2.15 -1.39
-0.04 -0.56 -0.89
0.66 0.28 -1.56

(4)
The ion C5H9N2S with charge +1 at a distorted geometry. Source: the OMol25 dataset; level of theory: the ωB97M-V functional and the def2-TZVPD basis.

Computed properties:
LUMO, hartree: -0.164
Gap between HOMO and LUMO, Eh: 0.317
Energy above the lowest of the compared OMol25 structures with the same formula, charge and spin, kJ/mol: 228.0
Charge: +1

Last column: Mulliken charge in e.
Cartesian coordinates (Å):
1 S -3.4166 -0.3726 -0.2858  -0.17
2 N -1.3574 2.3663 -0.2576  -0.29
3 N 0.3531 1.0857 0.5429  -0.14
4 C -0.8259 -1.4654 0.2523  -0.26
5 C 1.3257 -0.0342 0.2525  -0.42
6 C -1.8784 -0.5052 -0.0111  0.13
7 C -0.7731 1.2625 -0.0204  0.29
8 C 0.4227 -1.0946 -0.4907  -0.65
9 H 1.7956 -0.2272 1.2267  0.30
10 H 0.5960 1.9942 0.9302  0.18
11 H -0.8064 -1.7982 1.2743  0.31
12 H -0.9984 3.2501 -0.0668  0.20
13 H -1.1192 -2.4747 -0.3045  0.30
14 H 2.0416 0.4258 -0.4100  0.30
15 H -2.2420 2.3574 -0.7428  0.22
16 H 0.9916 -2.0641 -0.6604  0.39
17 H 0.1291 -0.7499 -1.5479  0.31

Atomic forces in eV per Å
0.75 -0.08 0.22
-1.89 0.08 -0.65
1.41 1.46 0.94
-1.09 -3.13 -2.24
-2.09 0.77 -0.15
0.05 3.13 -0.57
-2.77 -5.23 -0.98
2.47 -0.61 -0.46
-0.21 -0.82 -0.54
1.65 -0.36 0.34
0.48 0.33 0.69
0.92 1.80 0.37
-0.05 1.90 1.19
0.43 -0.26 -0.26
-0.31 -0.15 0.18
-0.33 1.38 0.27
0.58 -0.21 1.65

(5)
An isolated molecule of C5H9N3 at a distorted geometry. Source: the OMol25 dataset; level of theory: the ωB97M-V functional and the def2-TZVPD basis.

Computed properties:
LUMO, hartree: 0.030
Gap between HOMO and LUMO, Eh: 0.345
Energy above the lowest of the compared OMol25 structures with the same formula, charge and spin, kJ/mol: 81.6
Charge: 0

Last column: Mulliken charge in e.
Cartesian coordinates (Å):
1 N 1.4312 1.6474 1.8642  -0.63
2 N -0.7422 -0.5298 -1.9017  -0.61
3 N -1.9536 -1.7560 -0.4570  -0.10
4 C -1.7855 -1.2568 -1.7390  -0.27
5 C 1.2073 1.6097 0.4172  -0.46
6 C -0.2287 -0.3443 -0.6103  0.50
7 C 1.1088 0.2487 -0.2577  -0.68
8 C -0.9118 -1.1846 0.2446  -0.53
9 H -2.7836 -2.2275 -0.1316  0.21
10 H 0.3925 2.3027 0.1867  0.35
11 H 0.5453 1.8324 2.3266  0.28
12 H 1.6553 0.1891 -1.2151  0.32
13 H 1.6516 0.7247 2.2356  0.25
14 H -0.7115 -1.2406 1.3014  0.39
15 H -2.5145 -1.4969 -2.5052  0.41
16 H 2.0789 2.0354 -0.0890  0.23
17 H 1.5603 -0.5538 0.3301  0.33

Atomic forces in eV per Å
-0.75 -0.55 0.48
0.57 1.54 0.84
0.66 1.08 -0.85
-1.49 -1.40 0.01
0.91 0.46 -0.64
-0.28 -2.06 0.28
-0.66 -1.10 -1.13
-0.04 1.28 0.21
0.34 0.04 0.10
-0.11 -0.40 -0.14
0.06 0.28 -0.06
0.03 0.54 0.39
0.39 0.09 -0.32
-0.36 -0.51 0.07
0.25 -0.09 0.01
0.09 0.39 0.37
0.40 0.42 0.38

(6)
An isolated molecule of C5H9N3 at a distorted geometry. Source: the OMol25 dataset; level of theory: the ωB97M-V functional and the def2-TZVPD basis.

Computed properties:
LUMO, hartree: 0.028
Gap between HOMO and LUMO, Eh: 0.363
Energy above the lowest of the compared OMol25 structures with the same formula, charge and spin, kJ/mol: 377.1
Charge: 0

Last column: Mulliken charge in e.
Cartesian coordinates (Å):
1 N -1.4090 -0.2008 -0.0598  0.04
2 N 1.3612 1.5589 0.4720  -0.58
3 N -2.7200 0.2726 -0.2514  -0.57
4 C -3.5140 -0.5486 0.2869  -0.27
5 C 2.5063 -1.2254 -0.0456  -0.75
6 C -0.7250 0.7028 -0.5543  -0.36
7 C 0.7765 0.5705 -0.4773  0.24
8 C 1.2211 -0.8615 -0.1556  -0.10
9 H 0.8718 1.5629 1.3417  0.22
10 H 2.4156 1.5580 0.5152  0.22
11 H 2.8943 -2.2159 0.3658  0.22
12 H 3.3072 -0.5197 -0.1924  0.25
13 H -1.0798 1.7659 -0.6547  0.37
14 H -4.5787 -0.1642 0.2422  0.26
15 H -3.0753 -1.5595 0.5825  0.30
16 H 0.4179 -1.6017 -0.0127  0.27
17 H 1.3297 0.9056 -1.4025  0.24

Atomic forces in eV per Å
-1.66 -0.46 -1.30
0.37 0.29 -0.98
-0.93 -0.69 1.62
-1.29 -0.30 -0.66
-0.16 -0.99 0.95
4.16 3.17 0.76
2.63 0.09 -0.38
0.30 -0.77 -0.07
0.35 -0.14 0.76
-2.07 -0.27 0.20
-1.01 1.24 -0.91
0.15 0.34 -0.13
-0.04 -1.25 -0.71
1.06 -1.33 0.38
-1.24 1.32 0.17
0.55 0.40 0.07
-1.17 -0.64 0.23

(7)
A structure of composition C5H9N3 at a distorted geometry. Source: the OMol25 dataset; level of theory: the ωB97M-V functional and the def2-TZVPD basis.

Computed properties:
LUMO (alpha / beta), hartree: 0.012 / 0.012
Gap between HOMO and LUMO (alpha / beta), Eh: 0.249 / 0.248
Energy above the lowest of the compared OMol25 structures with the same formula, charge and spin, kJ/mol: 524.3
Charge: 0

Last column: Mulliken charge in e.
Cartesian coordinates (Å):
1 N -0.7457 0.7079 -0.4166  0.09
2 N 1.3130 1.7360 0.2456  -0.46
3 N -1.5653 1.7583 -0.0595  -0.68
4 C -1.7283 -1.6183 0.3035  -0.88
5 C -0.7390 -1.1623 -0.5172  -0.04
6 C 0.7883 -0.7654 0.0315  0.25
7 C 1.9310 -1.4372 0.1804  -0.91
8 C 0.5160 0.6522 0.0193  0.37
9 H 2.7833 -1.0019 0.6936  0.23
10 H -1.1789 2.3326 0.6834  0.25
11 H -0.6612 -1.6288 -1.4965  0.32
12 H 2.3044 1.5536 0.2433  0.24
13 H 1.0146 2.6026 -0.1813  0.23
14 H -2.2916 -2.5062 0.0494  0.27
15 H -1.9566 -1.0861 1.2198  0.21
16 H 2.0050 -2.4725 -0.1369  0.28
17 H -1.7891 2.3357 -0.8619  0.24

Atomic forces in eV per Å
2.22 0.70 0.77
-0.11 -0.28 0.51
-0.08 0.83 -0.35
0.47 -0.09 -0.27
1.35 -2.30 1.63
-1.30 0.46 -1.84
-0.67 -0.08 0.20
-1.62 0.58 -0.74
0.03 0.04 -0.25
0.04 0.02 0.03
0.00 0.13 -0.16
-0.11 0.14 0.12
0.17 -0.11 0.00
-0.33 0.33 -0.20
0.20 -0.36 0.24
-0.05 0.01 0.30
-0.19 -0.02 0.00

(8)
An isolated molecule of C5H9N3 at a distorted geometry. Source: the OMol25 dataset; level of theory: the ωB97M-V functional and the def2-TZVPD basis.

Computed properties:
LUMO, hartree: 0.035
Gap between HOMO and LUMO, Eh: 0.326
Energy above the lowest of the compared OMol25 structures with the same formula, charge and spin, kJ/mol: 396.0
Charge: 0

Last column: Mulliken charge in e.
Cartesian coordinates (Å):
1 N -1.1074 -0.7189 1.2205  -0.72
2 N -0.0321 0.0993 0.8096  0.20
3 N 2.1211 0.2153 -0.1005  -0.48
4 C 1.0329 -0.6065 0.2100  0.64
5 C 1.0048 -1.9172 -0.0349  -1.06
6 C -0.3830 1.3783 0.2755  -0.82
7 C -1.2439 1.3071 -1.0600  -0.35
8 C -2.0518 1.0184 -1.9026  -0.09
9 H 0.4245 1.8734 -0.3095  0.36
10 H 2.9438 -0.3137 -0.3500  0.23
11 H 2.3145 0.9180 0.6002  0.24
12 H 1.8881 -2.4303 -0.3733  0.23
13 H -2.7390 0.8245 -2.6765  0.40
14 H -0.9634 1.9465 1.0093  0.41
15 H 0.1266 -2.5038 0.1488  0.34
16 H -1.8123 -0.7881 0.4848  0.23
17 H -1.5233 -0.3023 2.0488  0.25

Atomic forces in eV per Å
0.04 0.32 -0.03
0.24 -0.33 0.13
-0.02 0.15 -0.08
-0.12 -0.22 0.07
0.00 0.01 0.05
-1.03 0.53 -3.74
-0.41 -0.99 2.27
0.42 0.29 0.15
0.39 0.05 2.01
-0.07 0.09 0.03
0.08 -0.13 0.03
0.19 0.01 -0.10
-0.22 -0.06 -0.39
0.51 0.25 -0.30
-0.15 -0.02 0.04
0.09 0.13 0.04
0.05 -0.08 -0.18

| no. | molar mass (g mol⁻¹) | calculated total energy (hartree) |
| --- | --- | --- |
| 1 | 145.1 | -530.85890 |
| 2 | 128.1 | -646.66311 |
| 3 | 129.2 | -703.13815 |
| 4 | 129.2 | -703.28528 |
| 5 | 111.1 | -360.16618 |
| 6 | 111.1 | -360.05364 |
| 7 | 111.1 | -359.99755 |
| 8 | 111.1 | -360.04644 |